22
Properties=species:S:1:pos:R:3:forces:R:3:nbo_charge:R:1 method="wB97M-V/def2-TZVPD" largest_force_ev_per_a=5.94 energy_ha=-1701.700740 charge=+1 relative_energy_kcal_mol=17.3 lumo_ev=-4.41 e_homo_ev=-12.67 gap_ev=8.25
C 2.1963 -1.5520 -1.5300 0.8025 -2.0091 0.5650 -0.087
C 0.8915 -1.8036 -2.0224 1.3864 -0.6291 -0.7598 -0.229
C 2.3692 -0.9567 -0.2870 -2.7399 0.1063 -1.3969 -0.228
C -0.2155 -1.4387 -1.3269 1.2962 0.8512 0.3692 0.069
C 1.2201 -0.5071 0.3324 -0.5924 -0.5719 -2.0881 0.134
C -0.9362 1.8448 0.1835 3.5992 -4.3328 -1.8835 0.723
C -2.0176 2.7007 0.5163 -0.4789 2.3081 -1.6003 -0.790
C -1.0615 -0.1688 0.5259 -2.2879 1.7281 1.3557 -0.487
N -0.0225 -0.7864 -0.1448 1.7266 0.6893 -1.1583 -0.318
O 0.0834 1.9951 -0.4335 -2.1522 0.2162 1.4559 -0.484
P -1.0889 -0.4996 2.4031 -2.0505 -1.4318 -1.0704 0.813
Cl 0.3250 -1.9474 2.4616 0.2851 -0.5465 0.6427 -0.237
Cl -0.2152 1.0716 3.1624 1.2177 1.7009 0.7123 -0.232
H 3.0682 -2.0945 -1.9997 -1.0415 1.2006 0.1581 0.258
H 0.8318 -2.3410 -2.9754 -0.3125 0.3552 0.4239 0.259
H 3.2310 -0.6779 0.1951 2.3072 0.1984 0.5619 0.250
H -1.1898 -1.4606 -1.7472 -0.8097 -0.3514 0.1423 0.242
H 1.2106 0.2200 1.0786 0.2751 0.6156 1.4033 0.232
H -1.5324 3.6862 0.4266 -0.2042 0.0897 0.7642 0.286
H -2.5259 2.5584 1.4518 -0.3672 -0.2492 0.0142 0.279
H -2.6207 2.7952 -0.4360 -0.1196 -0.6965 1.1969 0.303
H -2.0008 -0.6378 0.1656 0.2604 0.7585 0.1917 0.242